# 1
Here is a molecular structure, C3H4LaO3 from OMol25. Energies are from the ωB97M-V functional and the def2-TZVPD basis.

Geometry as XYZ:
```
11
Properties=species:S:1:pos:R:3
C 0.69452 -1.12544 0.08795
O -1.62159 -0.37736 -0.37567
C -1.88095 1.07863 -0.17182
C -0.65796 -0.97418 0.30131
O -0.89165 1.64666 0.30857
O -3.07223 1.32341 -0.19653
H 1.23774 -1.44477 0.98713
H 0.46682 -1.64854 -0.95705
H -0.83678 -0.92652 1.38373
H 4.10562 1.80862 -0.68300
La 2.45645 0.63949 -0.68463
```

## Properties
* HOMO: -12.7 eV
* calculated total energy: -373.528286 Eh
* energy relative to the best compared isomer or geometry (same formula, charge and spin): 6.123 eV
* total charge: +1
* frontier orbital gap: 0.2135 Ha

# 2
Here is 2 unconnected molecules or ions with the total composition C2H7S2 from OMol25. Energies are from the ωB97M-V functional and the def2-TZVPD basis.

Geometry as XYZ:
```
11
Properties=species:S:1:pos:R:3
C 1.70278 -0.87624 1.14790
S 1.56342 0.86578 0.65131
H 2.68115 -1.02949 1.60553
H 0.91136 -1.09811 1.85969
H 1.62864 -1.53698 0.28205
H 0.16716 0.78851 0.55643
C -1.73135 0.60228 -1.33129
S -1.88770 0.26209 0.44693
H -2.46837 1.31500 -1.72400
H -0.75073 1.01979 -1.57023
H -1.81636 -0.31262 -1.92431
```

## Properties
* HOMO: -2.7 eV
* calculated total energy: -876.793781 Eh
* energy relative to the best compared isomer or geometry (same formula, charge and spin): 0.441 eV
* total charge: -1
* frontier orbital gap: 0.2335 Ha

# 3
Here is 5 unconnected molecules or ions with the total composition C30H67NO4 from OMol25. Energies are from the ωB97M-V functional and the def2-TZVPD basis.

Geometry as XYZ:
```
102
Properties=species:S:1:pos:R:3
N 4.66263 4.05024 2.76278
C 6.03383 3.66675 2.84494
O 6.57408 3.03465 1.98613
O 6.72811 3.96811 3.97487
C 6.40530 5.12709 4.74854
C 7.13928 6.38058 4.24669
C 6.31376 7.29990 3.32732
C 6.52073 7.01131 1.82882
C 5.84639 8.01806 0.91496
O 6.33386 8.41605 -0.10511
O 4.56680 8.37606 1.25789
H 4.52921 5.05123 2.72863
H 4.10288 3.64319 3.50165
H 5.32539 5.28904 4.78545
H 6.72646 4.89503 5.76662
H 8.03418 6.05380 3.70874
H 7.48246 6.93809 5.12383
H 5.24922 7.19590 3.57339
H 6.59048 8.34225 3.51978
H 7.58348 7.02190 1.58083
H 6.10642 6.03591 1.55309
H 4.51607 8.62360 2.19061
C -1.83746 1.00037 2.84163
C -0.36869 1.10167 2.44173
C 0.45126 2.01194 3.35316
C -0.01091 3.47041 3.38029
C -0.03941 4.15842 2.01599
C 1.32853 4.22169 1.34448
H -2.34069 1.96654 2.77865
H -2.36416 0.31069 2.17945
H -1.94029 0.62853 3.86326
H -0.29604 1.44641 1.40633
H 0.07511 0.10285 2.45858
H 1.50044 1.96522 3.04622
H 0.41782 1.61713 4.37382
H 0.65369 4.03230 4.04614
H -1.00504 3.53196 3.83126
H -0.42242 5.17370 2.14873
H -0.74824 3.65263 1.35440
H 2.04650 4.74379 1.97978
H 1.27397 4.75658 0.39574
H 1.72743 3.22822 1.13782
C -6.55382 -0.47651 -1.26321
C -5.65259 -0.16781 -2.45504
C -4.18929 -0.53744 -2.22058
C -3.51735 0.20521 -1.06532
C -3.52964 1.72788 -1.17400
C -2.78279 2.25774 -2.39441
H -6.26938 0.10024 -0.38174
H -7.59411 -0.23816 -1.48844
H -6.50231 -1.53590 -1.00212
H -5.73575 0.89192 -2.71186
H -6.01346 -0.71943 -3.32694
H -3.62585 -0.36645 -3.14229
H -4.12257 -1.61307 -2.02399
H -2.47798 -0.13466 -0.99507
H -3.99016 -0.08535 -0.12212
H -3.06786 2.13836 -0.27115
H -4.55818 2.09911 -1.18463
H -1.74411 1.91997 -2.39102
H -2.77898 3.34847 -2.40569
H -3.24209 1.92288 -3.32571
C -4.64745 -6.57302 1.06304
C -3.17131 -6.47638 0.68981
C -2.35710 -5.60202 1.64206
C -2.80226 -4.14004 1.70855
C -2.80095 -3.41160 0.36634
C -1.42577 -3.32497 -0.28696
H -5.13950 -5.60015 1.01949
H -5.17892 -7.23913 0.38221
H -4.76722 -6.96478 2.07537
H -3.07761 -6.10320 -0.33401
H -2.73820 -7.47995 0.68595
H -1.30339 -5.65043 1.35365
H -2.41192 -6.02727 2.64921
H -2.14293 -3.60760 2.40167
H -3.80392 -4.08056 2.14325
H -3.17717 -2.39631 0.52240
H -3.50168 -3.89267 -0.32265
H -0.71229 -2.81980 0.36812
H -1.48250 -2.76108 -1.21967
H -1.02787 -4.31299 -0.52549
C -1.36898 -4.02251 -4.05061
C 0.11606 -4.08351 -3.70590
C 1.03032 -3.85282 -4.90780
C 0.88901 -4.88390 -6.02890
C 1.12545 -6.33171 -5.60191
C 2.52998 -6.58632 -5.06326
H -1.65435 -4.80498 -4.75546
H -1.97846 -4.15206 -3.15477
H -1.62565 -3.05791 -4.49452
H 0.34373 -5.04544 -3.23783
H 0.33494 -3.32130 -2.95331
H 2.06793 -3.82607 -4.56406
H 0.82667 -2.86034 -5.32211
H 1.59637 -4.62941 -6.82449
H -0.10562 -4.80421 -6.47628
H 0.95224 -6.97945 -6.46522
H 0.38753 -6.62604 -4.85045
H 3.28501 -6.32170 -5.80651
H 2.66530 -7.63854 -4.80969
H 2.72829 -6.00463 -4.16185
```

## Properties
* SMILES string: NC(=O)OCCCCC(=O)O.CCCCCC.CCCCCC.CCCCCC.CCCCCC
* HOMO: -10.5 eV
* calculated total energy: -1538.982596 Eh
* energy relative to the best compared isomer or geometry (same formula, charge and spin): 0.000 eV
* total charge: 0
* frontier orbital gap: 0.3934 Ha